Entry P
{
  "formula": "C5H13NO",
  "method": "ωB97M-V with the def2-TZVPD basis set",
  "orbital_gap_ev": [10.837, 5.800],
  "multiplicity": 2,
  "charge": 1,
  "e_homo_ev": [-14.01, -14.00],
  "species": ["C", "C", "C", "O", "C", "N", "C", "H", "H", "H", "H", "H", "H", "H", "H", "H", "H", "H", "H", "H"],
  "xyz": [[-0.415, -1.137, 0.162], [-1.508, -0.035, 0.349], [-1.514, 0.543, 1.746], [-2.802, -0.497, 0.025], [0.966, -0.440, 0.111], [1.519, -0.234, -1.212], [2.349, 0.951, -1.481], [-0.626, -1.543, -0.837], [-0.436, -1.914, 0.920], [-1.338, 0.765, -0.387], [-0.598, 1.130, 1.858], [-2.418, 1.171, 1.744], [-1.601, -0.075, 2.629], [-2.858, -1.322, -0.460], [1.063, 0.464, 0.708], [1.671, -1.219, 0.493], [0.770, -0.271, -1.915], [2.287, 1.367, -2.477], [3.397, 0.655, -1.298], [2.092, 1.642, -0.679]]
}


Entry Q
{
  "formula": "C5H13NO",
  "method": "ωB97M-V with the def2-TZVPD basis set",
  "orbital_gap_ev": [9.823, 6.562],
  "multiplicity": 2,
  "charge": 1,
  "e_homo_ev": [-13.65, -13.65],
  "species": ["C", "C", "C", "C", "N", "C", "H", "H", "H", "H", "H", "H", "H", "H", "H", "H", "H", "H", "H", "O"],
  "xyz": [[-0.847, -0.475, -1.574], [0.376, -0.727, -0.679], [0.100, -0.346, 0.746], [-0.200, 0.928, 1.246], [-0.324, 1.262, 2.571], [-0.862, 0.365, 3.656], [-0.507, 0.227, -2.455], [-1.479, -1.295, -1.813], [-1.520, 0.145, -1.006], [1.294, -0.157, -0.918], [0.543, -1.916, -0.624], [0.383, -0.950, 1.517], [-0.081, 1.734, 0.516], [-0.967, 2.128, 2.612], [-0.190, -0.490, 3.755], [-1.904, 0.252, 3.412], [-0.894, 0.900, 4.644], [2.903, -0.088, -4.742], [1.669, -0.718, -5.652], [2.506, -0.781, -5.209]]
}


Entry R
{
  "formula": "C5H13NO",
  "method": "ωB97M-V with the def2-TZVPD basis set",
  "orbital_gap_ev": [5.621, 5.386],
  "multiplicity": 2,
  "charge": 1,
  "e_homo_ev": [-13.31, -13.09],
  "species": ["C", "C", "C", "C", "C", "N", "H", "H", "H", "H", "H", "H", "H", "H", "H", "H", "H", "H", "H", "O"],
  "xyz": [[-1.047, 1.567, 0.119], [1.316, -0.529, -1.531], [1.342, -0.357, -0.147], [2.237, 0.516, 0.432], [0.420, -1.186, 0.716], [-1.532, 0.729, -0.972], [0.036, 1.671, 0.040], [-1.531, 2.538, 0.139], [1.942, 0.170, -2.082], [1.166, -1.514, -1.963], [2.296, 0.573, 1.513], [3.050, 0.933, -0.156], [-0.395, -1.512, 0.080], [0.906, -2.088, 1.092], [-0.037, -0.635, 1.527], [-1.210, 1.068, 1.081], [-2.315, 0.186, -0.565], [-0.816, 0.039, -1.226], [-3.311, -1.366, 0.943], [-2.517, -0.803, 0.959]]
}


Entry S
{
  "formula": "C5H13NO",
  "method": "ωB97M-V with the def2-TZVPD basis set",
  "orbital_gap_ev": [10.185, 5.378],
  "multiplicity": 2,
  "charge": 1,
  "e_homo_ev": [-14.56, -14.56],
  "species": ["C", "C", "H", "H", "H", "H", "H", "H", "C", "C", "C", "O", "N", "H", "H", "H", "H", "H", "H", "H"],
  "xyz": [[-0.283, 1.296, -2.401], [-0.424, -0.187, -2.752], [-0.474, 1.948, -3.288], [-1.073, 1.462, -1.580], [0.626, 1.697, -2.208], [0.185, -0.483, -3.606], [-1.433, -0.517, -3.246], [-0.268, -0.720, -1.799], [-0.130, -1.114, 1.627], [1.229, -1.226, 2.322], [-0.643, 0.244, 1.668], [-1.650, 0.556, 2.311], [0.125, 1.225, 1.139], [-0.157, -1.487, 0.564], [-0.849, -1.772, 2.156], [1.286, -0.600, 3.334], [1.970, -1.144, 1.460], [-0.238, 2.121, 1.044], [0.826, 0.875, 0.477], [1.375, -2.175, 2.777]]
}


Which one is the most stable? From the structures above, entry P.